[1]
{
  "formula": "C20H19Cl2N7O2RuS",
  "method": "ωB97M-V/def2-TZVPD",
  "total_charge": 2,
  "spin_multiplicity": 5,
  "energy_ha": -2720.1786,
  "relative_energy_kj_mol": 0.0,
  "gap_ev": [7.0, 5.9],
  "elements": ["Ru", "C", "C", "C", "C", "C", "C", "N", "C", "C", "C", "C", "C", "C", "N", "N", "C", "C", "C", "C", "C", "N", "H", "H", "H", "H", "H", "H", "H", "H", "H", "H", "H", "H", "H", "N", "N", "C", "N", "S", "H", "H", "H", "H", "H", "Cl", "C", "Cl", "C", "O", "O", "H"],
  "positions_angstrom": [[-0.2957, 0.6647, -0.3330], [3.8436, -2.4752, -1.8597], [3.9214, -1.1267, -1.5236], [2.9577, -0.5484, -0.7129], [1.9245, -1.3341, -0.2258], [1.8382, -2.6848, -0.5509], [2.8000, -3.2542, -1.3742], [0.8865, -0.7482, 0.5842], [0.7237, -1.1831, 1.8234], [1.7829, -1.9194, 2.4767], [1.6690, -2.3227, 3.7745], [0.4992, -2.0544, 4.5061], [-0.5631, -1.3794, 3.9054], [-0.4904, -0.9359, 2.6063], [-1.6750, -0.3603, 2.1623], [-1.6983, 0.1166, 1.0248], [-2.8313, 0.8202, 0.5434], [-4.0383, 1.0430, 1.1500], [-4.9249, 1.8581, 0.4523], [-4.5455, 2.4061, -0.7613], [-3.2888, 2.1177, -1.2847], [-2.4601, 1.3030, -0.6466], [4.6017, -2.9204, -2.4912], [4.7466, -0.5247, -1.8817], [3.0143, 0.4985, -0.4421], [1.0265, -3.2848, -0.1484], [2.7432, -4.3076, -1.6202], [2.7035, -2.0827, 1.9377], [2.4954, -2.8344, 4.2502], [0.4232, -2.3734, 5.5375], [-1.4830, -1.1874, 4.4432], [-4.2621, 0.6262, 2.1222], [-5.8998, 2.0766, 0.8689], [-5.2106, 3.0619, -1.3061], [-2.9413, 2.5436, -2.2165], [-0.7050, -1.0784, -2.3115], [0.2532, -0.9355, -3.3124], [0.9631, 0.1905, -3.4091], [1.7989, 0.3020, -4.4296], [0.7931, 1.5087, -2.3254], [-0.6508, -2.0219, -1.9441], [-1.6367, -0.9121, -2.6812], [0.2925, -1.6285, -4.0471], [1.8861, -0.3993, -5.1489], [2.3348, 1.1490, -4.5332], [-2.3309, 4.3385, 1.7247], [-0.5462, 4.3560, 1.5546], [0.2452, 4.5623, 3.0988], [-0.1911, 3.0510, 0.8824], [-0.3313, 2.9909, -0.3764], [0.1290, 2.0444, 1.5575], [-0.2964, 5.1887, 0.9106]],
  "nbo_charge": [1.135, -0.188, -0.177, -0.255, 0.164, -0.270, -0.196, -0.443, 0.197, -0.157, -0.172, -0.091, -0.137, 0.128, -0.051, -0.160, 0.284, -0.204, -0.115, -0.203, 0.087, -0.447, 0.243, 0.241, 0.245, 0.228, 0.243, 0.250, 0.257, 0.253, 0.259, 0.265, 0.256, 0.258, 0.234, -0.635, -0.415, 0.341, -0.732, 0.011, 0.395, 0.392, 0.406, 0.420, 0.441, -0.007, -0.319, 0.059, 0.751, -0.659, -0.670, 0.259]
}

[2]
{
  "formula": "C32H55BrN7ReS",
  "method": "ωB97M-V/def2-TZVPD",
  "total_charge": 1,
  "spin_multiplicity": 2,
  "energy_ha": -4685.9169,
  "gap_ev": [6.6, 6.9],
  "elements": ["Re", "N", "C", "C", "C", "N", "H", "H", "H", "H", "H", "H", "H", "H", "H", "H", "C", "C", "C", "C", "C", "C", "C", "C", "N", "H", "H", "H", "H", "H", "H", "H", "H", "H", "Br", "C", "C", "C", "C", "C", "C", "H", "H", "H", "H", "C", "C", "C", "C", "N", "C", "S", "N", "C", "C", "C", "C", "H", "H", "H", "H", "H", "H", "H", "H", "H", "H", "H", "H", "H", "H", "H", "H", "H", "H", "H", "H", "C", "C", "N", "C", "C", "N", "C", "C", "H", "H", "H", "H", "H", "H", "H", "H", "H", "H", "H", "H"],
  "positions_angstrom": [[0.3595, 0.3248, -0.2360], [0.9388, 0.3637, 2.1194], [0.2586, 1.2528, 3.0815], [-1.2308, 0.9542, 3.1514], [-1.9601, 1.2428, 1.8582], [-1.6397, 0.2202, 0.8268], [0.8002, -0.6082, 2.3896], [1.9386, 0.5286, 2.1179], [0.4126, 2.2812, 2.7502], [0.6824, 1.1595, 4.0835], [-1.6693, 1.5690, 3.9385], [-1.3877, -0.0921, 3.4414], [-1.6624, 2.2186, 1.4792], [-3.0370, 1.2675, 2.0249], [-2.2421, 0.4014, 0.0249], [-1.9166, -0.7022, 1.1516], [2.0597, 0.4428, -3.9870], [3.1487, 0.9864, -3.1002], [4.3619, 1.3874, -3.6553], [5.3968, 1.8425, -2.8577], [5.2427, 1.8749, -1.4788], [4.0487, 1.4863, -0.8903], [3.8844, 1.4724, 0.6035], [2.9958, 1.0669, -1.7135], [1.7748, 0.7117, -1.1216], [2.4132, -0.4410, -4.5213], [1.7666, 1.1753, -4.7413], [1.1825, 0.1659, -3.4087], [4.4936, 1.3256, -4.7300], [6.3312, 2.1542, -3.3061], [6.0631, 2.2000, -0.8498], [4.7453, 1.9222, 1.0963], [3.7796, 0.4423, 0.9577], [2.9834, 2.0187, 0.8992], [2.1513, -6.1948, 0.7563], [1.6635, -4.3886, 0.4947], [2.4365, -3.5738, -0.3172], [2.0727, -2.2464, -0.5087], [0.9379, -1.6799, 0.0883], [0.1975, -2.5472, 0.9091], [0.5377, -3.8831, 1.1139], [3.3235, -3.9715, -0.7941], [2.7012, -1.6409, -1.1529], [-0.6964, -2.1993, 1.4227], [-0.0622, -4.5159, 1.7551], [2.7956, 6.7895, -2.5213], [1.4535, 6.5057, -1.8507], [1.5289, 5.4362, -0.7640], [1.9677, 4.0656, -1.2660], [1.1889, 3.6025, -2.4206], [-0.0331, 3.0913, -2.3610], [-0.7755, 2.6122, -0.8690], [-0.7295, 2.9867, -3.4890], [-0.3367, 3.5106, -4.7948], [-1.5105, 3.4912, -5.7671], [-2.4893, 4.6566, -5.6209], [-3.2540, 4.6979, -4.2984], [2.7079, 7.6044, -3.2400], [3.1810, 5.9194, -3.0616], [3.5468, 7.0780, -1.7826], [0.7162, 6.2129, -2.6060], [1.0726, 7.4236, -1.4003], [0.5508, 5.3347, -0.2883], [2.2380, 5.7494, 0.0085], [1.8610, 3.3225, -0.4802], [3.0104, 4.0755, -1.5826], [1.5181, 3.9064, -3.3243], [-1.6267, 2.5368, -3.4041], [0.4839, 2.9109, -5.1949], [0.0238, 4.5388, -4.6762], [-2.0443, 2.5387, -5.6617], [-1.0973, 3.5070, -6.7768], [-3.2079, 4.5906, -6.4396], [-1.9442, 5.5956, -5.7539], [-3.8396, 3.7850, -4.1538], [-3.9490, 5.5374, -4.2856], [-2.5899, 4.8184, -3.4401], [-2.8602, -1.8355, -1.3479], [-3.6725, -2.5618, -2.4593], [-2.9903, -2.4208, -3.7429], [-1.6655, -3.0433, -3.6572], [-0.8468, -2.3974, -2.5049], [-1.6134, -1.2883, -1.9084], [-1.9656, -0.3196, -2.9590], [-2.8290, -1.0043, -4.0557], [-2.5943, -2.5252, -0.5424], [-3.4474, -1.0142, -0.9255], [-4.6768, -2.1464, -2.5498], [-3.7694, -3.6253, -2.2396], [-1.1677, -2.9141, -4.6193], [-1.7988, -4.1121, -3.4899], [0.1096, -2.0007, -2.8508], [-0.6338, -3.1185, -1.7158], [-1.0326, 0.0741, -3.3695], [-2.5021, 0.5081, -2.4839], [-2.3530, -0.9255, -5.0350], [-3.8199, -0.5513, -4.1245]],
  "lowdin_charge": [1.240, -0.037, -0.230, -0.182, -0.254, -0.128, 0.076, 0.066, 0.119, 0.119, 0.124, 0.121, 0.050, 0.124, 0.036, 0.077, -0.030, -0.215, -0.041, -0.061, -0.039, -0.229, -0.039, -0.280, -0.171, 0.095, 0.066, 0.032, 0.119, 0.110, 0.116, 0.088, 0.084, 0.056, 0.744, -0.714, -0.127, -0.130, -0.336, -0.173, -0.140, 0.103, 0.083, 0.068, 0.102, -0.101, -0.258, -0.190, -0.200, 0.055, -0.733, 0.657, 0.023, -0.172, -0.189, -0.249, -0.103, 0.075, 0.063, 0.081, 0.092, 0.111, 0.097, 0.123, 0.067, 0.122, 0.131, 0.097, 0.106, 0.126, 0.116, 0.118, 0.110, 0.111, 0.076, 0.077, 0.061, -0.162, -0.143, -0.160, -0.137, -0.147, -0.192, -0.184, -0.151, 0.112, 0.104, 0.117, 0.120, 0.117, 0.119, 0.105, 0.109, 0.087, 0.090, 0.115, 0.117]
}

[3]
{
  "formula": "C40H33F6GeN6O4PSr",
  "method": "ωB97M-V/def2-TZVPD",
  "total_charge": 0,
  "spin_multiplicity": 1,
  "energy_ha": -5222.2158,
  "relative_energy_kj_mol": 149.0,
  "gap_ev": 8.5,
  "elements": ["Sr", "O", "C", "O", "C", "C", "C", "C", "C", "N", "C", "O", "O", "H", "H", "H", "C", "N", "C", "C", "N", "C", "C", "C", "C", "C", "C", "N", "C", "N", "C", "C", "C", "C", "C", "C", "N", "H", "H", "H", "H", "H", "H", "H", "H", "H", "H", "H", "H", "H", "H", "H", "F", "P", "F", "F", "F", "F", "F", "C", "Ge", "C", "C", "C", "C", "C", "C", "C", "C", "C", "C", "C", "C", "C", "C", "C", "C", "H", "H", "H", "H", "H", "H", "H", "H", "H", "H", "H", "H", "H", "H", "H"],
  "positions_angstrom": [[-0.8894, 0.2013, 2.1466], [3.1542, -2.2667, 0.3708], [1.9894, -1.9514, 0.4125], [1.4786, -0.8935, -0.0483], [0.9250, -2.9292, 1.0251], [1.2016, -4.2835, 1.0423], [0.1514, -5.1266, 1.3627], [-1.0606, -4.6039, 1.7696], [-1.1690, -3.2410, 1.8754], [-0.2690, -2.4083, 1.3942], [-2.4070, -2.6145, 2.5402], [-3.5016, -3.0836, 2.2501], [-2.1194, -1.6901, 3.3316], [2.2035, -4.5661, 0.8080], [0.2130, -6.1752, 1.2386], [-1.9273, -5.2310, 2.1420], [-2.4412, -0.5040, -1.0973], [-2.7693, -0.7318, 0.2621], [-4.0999, -0.2692, 0.6969], [-4.0688, 0.3255, 2.0526], [-3.3382, 1.3011, 2.5289], [-3.5790, 1.2403, 3.9135], [-2.9560, 1.9724, 4.9037], [-3.2909, 1.6923, 6.1776], [-4.2037, 0.7185, 6.5438], [-4.7858, -0.0087, 5.5394], [-4.4909, 0.2541, 4.2412], [-4.8004, -0.2825, 3.0053], [-1.8803, 0.8957, -1.2563], [-1.2312, 1.6091, -0.3856], [-0.8075, 2.6769, -1.0903], [-0.2354, 3.8165, -0.5192], [0.1224, 4.8119, -1.3951], [-0.1785, 4.7416, -2.7660], [-0.8868, 3.6868, -3.3178], [-1.2178, 2.6770, -2.4508], [-1.9414, 1.5266, -2.4834], [-3.2831, -0.6698, -1.7322], [-1.6545, -1.2436, -1.2758], [-2.8718, -1.6963, 0.2970], [-4.9218, -1.0124, 0.5593], [-4.4201, 0.5309, -0.0181], [-2.1378, 2.6362, 4.6330], [-2.7515, 2.0322, 7.0741], [-4.2905, 0.4188, 7.5727], [-5.5089, -0.8150, 5.8692], [-5.0487, -1.2641, 2.8529], [-0.0081, 3.9880, 0.5325], [0.6031, 5.7277, -1.0390], [0.0905, 5.5694, -3.3935], [-0.9915, 3.6111, -4.3882], [-2.2633, 1.1514, -3.3395], [0.8316, 2.4229, 2.4926], [1.5296, 1.6987, 3.7731], [-0.0216, 1.1060, 4.1495], [3.0000, 2.1670, 3.1953], [1.7185, 0.3342, 2.8387], [2.1170, 0.8970, 4.9510], [1.2837, 3.0671, 4.5745], [2.7345, 1.8923, -0.0474], [2.5128, 0.2232, -1.0792], [4.4379, -0.4521, -1.4044], [4.7440, -1.2545, -2.4805], [6.0346, -1.7231, -2.6899], [7.0920, -1.4434, -1.8008], [6.7244, -0.7713, -0.6289], [5.4738, -0.1843, -0.5036], [1.6372, 0.3263, -2.7568], [1.9269, 1.4311, -3.4976], [1.3964, 1.6377, -4.7472], [0.4389, 0.8541, -5.3202], [-0.0276, -0.2419, -4.4273], [-1.1071, -1.0576, -4.7985], [-1.3397, -2.2546, -4.1809], [-0.4583, -2.7589, -3.1416], [0.5525, -1.9669, -2.7404], [0.7206, -0.6681, -3.3097], [2.4515, 1.7295, 0.9783], [2.0422, 2.6093, -0.3541], [3.8058, 2.2200, -0.1554], [4.0391, -1.4823, -3.2785], [6.2126, -2.2017, -3.5942], [8.0854, -1.8893, -1.9894], [7.4578, -0.6806, 0.2095], [5.3244, 0.2875, 0.4738], [2.5330, 2.2264, -3.0482], [1.7698, 2.5290, -5.3105], [-0.0743, 0.9705, -6.3043], [-1.6657, -0.7619, -5.6419], [-2.1300, -2.9349, -4.4947], [-0.5516, -3.8228, -2.8027], [1.3130, -2.3307, -2.0759]],
  "lowdin_charge": [1.531, 0.108, -0.578, -0.104, -0.135, 0.011, -0.034, 0.005, -0.216, 0.109, -0.693, 0.019, -0.103, 0.116, 0.100, 0.150, -0.131, -0.091, -0.105, -0.365, 0.098, -0.247, -0.028, -0.099, -0.087, -0.027, -0.196, 0.171, -0.262, 0.148, -0.250, -0.018, -0.087, -0.082, -0.030, -0.191, 0.181, 0.124, 0.119, 0.068, 0.147, 0.143, 0.120, 0.117, 0.104, 0.136, 0.159, 0.118, 0.110, 0.097, 0.108, 0.142, -0.206, 0.201, -0.321, -0.153, -0.231, -0.066, -0.113, -0.123, 1.039, -0.241, -0.124, -0.089, -0.071, -0.097, -0.121, -0.205, -0.122, -0.116, 0.008, -0.179, -0.069, -0.064, -0.073, -0.053, -0.151, -0.015, -0.026, 0.062, 0.101, 0.075, 0.108, 0.116, 0.110, 0.121, 0.128, 0.127, 0.097, 0.103, 0.127, 0.105]
}

[4]
{
  "formula": "H24NeO12",
  "method": "ωB97M-V/def2-TZVPD",
  "total_charge": 0,
  "spin_multiplicity": 1,
  "energy_ha": -1046.2253,
  "relative_energy_kj_mol": 95.0,
  "gap_ev": 10.5,
  "elements": ["Ne", "O", "H", "H", "O", "H", "H", "O", "H", "H", "O", "H", "H", "O", "H", "H", "O", "H", "H", "O", "H", "H", "O", "H", "H", "O", "H", "H", "O", "H", "H", "O", "H", "H", "O", "H", "H"],
  "positions_angstrom": [[-14.9720, -13.3403, 5.2009], [-14.1537, -15.8921, 4.4695], [-13.5304, -15.1726, 4.5694], [-14.2175, -16.0247, 3.5237], [-17.9877, -12.7973, 6.0388], [-17.7897, -12.8019, 6.9753], [-17.8252, -13.6968, 5.7547], [-15.7864, -12.7801, 1.6924], [-16.1278, -13.6226, 1.3927], [-16.5495, -12.3247, 2.0480], [-12.0916, -13.6517, 4.3615], [-11.5978, -14.1087, 3.6806], [-11.4980, -13.6258, 5.1120], [-13.8626, -16.7744, 7.3003], [-13.7558, -17.6902, 7.0433], [-13.7814, -16.2845, 6.4820], [-15.9916, -9.9718, 4.2205], [-15.4308, -10.6562, 4.5858], [-15.5122, -9.6510, 3.4566], [-17.1984, -15.5912, 4.9697], [-16.3237, -15.2047, 4.9278], [-17.3840, -15.8628, 4.0708], [-12.4426, -10.4372, 6.6123], [-13.3081, -10.5756, 6.9969], [-11.8302, -10.7192, 7.2917], [-16.9330, -12.5881, 8.6984], [-16.3266, -13.3048, 8.8853], [-17.6072, -12.6618, 9.3738], [-14.8573, -10.7174, 8.0498], [-15.1414, -9.8404, 7.7922], [-15.6538, -11.1449, 8.3646], [-13.5165, -11.5211, 3.3696], [-14.2856, -11.9804, 3.0325], [-13.0068, -12.1995, 3.8125], [-17.9501, -11.2504, 2.5808], [-18.2893, -12.0218, 3.0347], [-17.3273, -10.8642, 3.1966]],
  "nbo_charge": [0.000, -0.976, 0.493, 0.480, -0.978, 0.481, 0.479, -0.978, 0.463, 0.489, -0.955, 0.486, 0.495, -0.949, 0.468, 0.477, -0.957, 0.493, 0.483, -0.953, 0.487, 0.469, -0.959, 0.489, 0.458, -0.958, 0.491, 0.489, -0.978, 0.479, 0.501, -0.982, 0.477, 0.486, -0.961, 0.471, 0.499]
}

[5]
{
  "formula": "C5H9NO",
  "method": "ωB97M-V/def2-TZVPD",
  "total_charge": 0,
  "spin_multiplicity": 1,
  "energy_ha": -325.7990,
  "relative_energy_kj_mol": 363.7,
  "gap_ev": 10.4,
  "elements": ["C", "C", "C", "C", "C", "N", "O", "H", "H", "H", "H", "H", "H", "H", "H", "H"],
  "positions_angstrom": [[-1.5537, -1.2826, -0.1310], [-0.6078, -0.2325, -0.6773], [-0.6440, 1.3872, -0.1244], [0.8048, 1.3882, 0.0167], [0.7587, -0.1147, -0.0442], [1.4600, -1.0529, 0.4349], [2.6118, -0.5609, 1.0550], [-2.5514, -1.1652, -0.5676], [-1.6334, -1.2036, 0.9593], [-1.1895, -2.2882, -0.3661], [-0.5174, -0.3160, -1.7690], [-1.2144, 1.7293, -1.0768], [-1.2668, 1.4474, 0.7446], [1.1682, 1.7941, 0.9609], [1.3563, 1.8412, -0.8093], [3.0186, -1.3707, 1.3944]],
  "nbo_charge": [-0.618, -0.223, -0.391, -0.503, 0.232, -0.149, -0.579, 0.209, 0.210, 0.223, 0.209, 0.221, 0.215, 0.235, 0.234, 0.475]
}

[6]
{
  "formula": "C6H10O",
  "method": "ωB97M-V/def2-TZVPD",
  "total_charge": 0,
  "spin_multiplicity": 1,
  "energy_ha": -309.8092,
  "relative_energy_kj_mol": 87.0,
  "gap_ev": 10.4,
  "elements": ["C", "C", "O", "C", "C", "C", "C", "H", "H", "H", "H", "H", "H", "H", "H", "H", "H"],
  "positions_angstrom": [[-1.3078, -0.2408, 0.3247], [-0.6458, -1.4945, -0.1969], [0.6438, -1.2256, -0.7002], [1.5268, -0.6019, 0.2046], [1.4540, 0.9097, 0.2132], [0.4130, 1.6391, -0.1820], [-0.9312, 0.9950, -0.5528], [-1.0213, -0.0264, 1.3692], [-2.4042, -0.4343, 0.3989], [-0.6146, -2.2879, 0.5648], [-1.2124, -1.8705, -1.0561], [1.3959, -1.0039, 1.2249], [2.5331, -0.8932, -0.1169], [2.3497, 1.4100, 0.5800], [0.5307, 2.7320, -0.1690], [-0.9354, 0.8016, -1.6521], [-1.7744, 1.5915, -0.2543]],
  "nbo_charge": [-0.427, -0.064, -0.533, -0.112, -0.220, -0.182, -0.455, 0.205, 0.212, 0.165, 0.186, 0.173, 0.198, 0.203, 0.209, 0.224, 0.216]
}